{
  "formula": "C38H58BiBrN7O6SeSi2",
  "method": "the ωB97M-V functional and the def2-TZVPD basis",
  "symbols": ["Bi", "Br", "Se", "Si", "Si", "O", "O", "O", "O", "O", "O", "N", "N", "N", "N", "N", "N", "N", "C", "C", "C", "C", "C", "C", "C", "C", "C", "C", "C", "C", "C", "C", "C", "C", "C", "C", "C", "C", "C", "C", "C", "C", "C", "C", "C", "C", "C", "C", "C", "C", "C", "C", "C", "C", "C", "C", "H", "H", "H", "H", "H", "H", "H", "H", "H", "H", "H", "H", "H", "H", "H", "H", "H", "H", "H", "H", "H", "H", "H", "H", "H", "H", "H", "H", "H", "H", "H", "H", "H", "H", "H", "H", "H", "H", "H", "H", "H", "H", "H", "H", "H", "H", "H", "H", "H", "H", "H", "H", "H", "H", "H", "H", "H", "H"],
  "xyz": [[0.71349, 1.04676, 0.46458], [2.42168, -1.28112, 0.18421], [-2.31474, -1.44983, 2.51227], [2.63102, 1.54852, -2.51447], [2.72623, 3.71612, -0.17594], [3.92038, 1.92455, 3.37270], [-1.23506, 2.14183, -0.82195], [5.11259, -0.96457, 4.51301], [2.79491, 1.44856, 1.48947], [-0.34670, -0.58341, -0.79634], [4.07987, -0.84421, 6.46772], [-2.97949, 1.15186, 0.28465], [-5.78756, -1.53608, 5.73157], [0.66237, -1.01960, 3.90558], [-3.33411, 2.36519, -1.63718], [-1.24401, 4.83029, 0.68814], [-1.10690, 2.99140, 2.10019], [1.09513, -0.04852, 3.10451], [-6.02510, -1.59915, 4.41769], [3.11448, 1.26938, 2.73977], [1.43064, -5.61004, -2.84965], [-3.44485, -1.42920, 5.18453], [-2.21656, -0.83785, -3.12670], [-2.54128, 2.76765, 4.00874], [-1.54720, 2.31270, 3.16687], [4.08546, -0.82611, 5.10604], [-2.44664, 1.88426, -0.71634], [2.83827, 2.83893, -3.87238], [1.61393, -1.42526, 4.76024], [1.59600, 0.18658, -3.29570], [4.59058, 3.55916, -0.14387], [-5.04349, -1.57977, 3.44102], [-2.99803, -3.18527, -3.19956], [1.76385, -3.52906, -1.39740], [0.55015, -6.76012, -2.34118], [-3.03934, -1.99926, -1.03515], [-3.69388, -1.49015, 3.80759], [0.96869, -4.29245, -2.22936], [1.27363, -2.32860, -0.91676], [2.42806, 5.27356, -1.23991], [-3.09518, 4.01285, 3.73714], [-0.31533, -3.80065, -2.49665], [-2.93285, 3.36835, -2.60636], [2.88677, -5.92295, -2.50173], [0.02009, -1.77879, -1.20132], [-2.25011, -2.16026, -2.34296], [1.31770, -5.52279, -4.37952], [2.07268, 4.26778, 1.50893], [-2.65466, 4.73214, 2.64628], [-1.65631, 4.17901, 1.83471], [1.74579, 2.36012, -1.07568], [2.35453, 0.17128, 3.43038], [2.74685, -0.67885, 4.48617], [-4.50116, -1.45406, 6.08081], [4.34052, 0.89261, -2.10682], [-0.81895, -2.60274, -2.01440], [-3.11613, 4.38287, -2.24577], [-0.95752, -4.40278, -3.12591], [0.87756, 2.85329, -1.53166], [3.20030, -6.83262, -3.01959], [4.40990, 0.55989, -1.06800], [-3.23672, -0.49809, -3.33859], [-1.69364, -0.97505, -4.07809], [1.92517, -4.69741, -4.75950], [-0.45100, 4.41940, 0.22160], [1.37570, 5.38190, -1.53319], [-4.30790, 2.32683, -1.39224], [2.89960, 4.23220, 2.22426], [0.28667, -5.35777, -4.69851], [-4.30665, -1.40221, 7.14927], [-0.29976, -1.36825, 3.73043], [2.76170, -3.83876, -1.11351], [3.55035, -5.11253, -2.81396], [1.66850, -6.45187, -4.83956], [-3.04372, -4.16071, -2.70947], [1.28347, 3.63287, 1.92032], [4.92267, 2.58154, 0.20685], [2.70899, 6.16996, -0.67426], [3.19334, -0.62457, 6.77584], [-4.02527, -2.83833, -3.33959], [-7.07205, -1.66972, 4.13333], [-1.86805, 3.25702, -2.78763], [-5.31109, -1.63633, 2.39377], [1.44229, -2.22474, 5.46526], [-4.02645, -1.56838, -1.24293], [1.86662, 3.21071, -4.21553], [4.98105, 4.30609, 0.55520], [-1.27009, 5.83426, 0.69576], [3.36213, 2.40910, -4.73375], [-3.07266, 5.70041, 2.39795], [1.95575, -0.81027, -3.02534], [-3.46776, 3.21239, -3.54216], [0.87474, -7.71073, -2.77580], [-0.49717, -6.60399, -2.60910], [-3.91437, 0.79026, 0.21654], [-2.51792, -1.36041, -0.32909], [-3.87651, 4.41449, 4.37134], [-1.70162, -0.06300, -2.56095], [3.02198, 5.27172, -2.15717], [1.69243, 5.29175, 1.46260], [-3.18666, -2.96767, -0.55189], [-2.54618, -3.30585, -4.18852], [3.41846, 3.69646, -3.52302], [-1.07630, 1.35251, 3.34248], [-2.37370, 0.64025, 0.91098], [5.02535, 3.75455, -1.12906], [0.61009, -6.83584, -1.25298], [0.55171, 0.25283, -2.97537], [-2.87279, 2.16044, 4.83976], [5.10524, 1.65881, -2.25742], [4.57925, 0.03887, -2.74863], [1.62144, 0.26883, -4.38683], [3.01841, -6.08496, -1.42887], [-2.42805, -1.36035, 5.54970]],
  "energy_ha": -8086.8624,
  "charge": -1,
  "homo_energy_ev": -4.74
}